--- a ---
Computed, not measured: 2 unconnected molecules or ions with the total composition C3H11NO, with ωB97M-V/def2-TZVPD.

Kohn-Sham gap	0.358	Eh
SMILES string	CCNC.O
HOMO	-8.819	eV

```
! RIJCOSX wB97M-V def2-TZVPD def2/J DEFGRID3
* xyz 0 1
C -1.929 0.371 -1.236
C -0.641 -0.167 -0.635
N 0.292 0.894 -0.345
C 1.659 0.450 -0.218
H -2.590 -0.407 -1.604
H -1.629 0.944 -2.104
H -2.435 1.128 -0.635
H -0.147 -0.770 -1.401
H -0.901 -0.840 0.200
H 0.047 1.474 0.447
H 2.271 1.264 0.158
H 1.768 -0.450 0.405
H 1.956 0.134 -1.210
O 0.892 -1.051 2.911
H 0.823 -1.111 1.956
H 0.565 -1.864 3.309
*
```

=====

--- b ---
Computed, not measured: 2 unconnected molecules or ions with the total composition C3H11NO, with ωB97M-V/def2-TZVPD.

Kohn-Sham gap	0.382	Eh
SMILES string	CCOC.N
HOMO	-9.390	eV

```
! RIJCOSX wB97M-V def2-TZVPD def2/J DEFGRID3
* xyz 0 1
C 1.790 0.489 -0.989
C 0.850 -0.729 -0.867
O -0.337 -0.350 -0.174
C -1.612 -0.318 -0.764
H 2.612 0.126 -1.601
H 2.067 0.827 0.007
H 1.329 1.273 -1.589
H 0.565 -1.063 -1.869
H 1.290 -1.541 -0.301
H -1.767 0.627 -1.283
H -1.758 -1.213 -1.398
H -2.424 -0.479 -0.054
N -0.662 0.784 2.541
H -0.178 1.640 2.771
H -0.074 0.131 3.059
H -0.667 0.493 1.577
*
```

=====

Which structure is the most stable? The one labeled a.

=====

--- a ---
Computed, not measured: 2 unconnected molecules or ions with the total composition C3H11NO, with ωB97M-V/def2-TZVPD.

Kohn-Sham gap	0.358	Eh
SMILES string	CN(C)C.O
HOMO	-8.840	eV

```
! RIJCOSX wB97M-V def2-TZVPD def2/J DEFGRID3
* xyz 0 1
C -0.494 -0.685 -0.968
N -0.166 -0.058 0.281
C -1.076 -0.415 1.454
C -0.074 1.421 0.177
H -0.694 -1.781 -0.895
H -1.453 -0.325 -1.411
H 0.342 -0.775 -1.739
H -0.904 0.199 2.284
H -1.008 -1.450 1.698
H -2.099 -0.135 1.088
H 0.701 1.679 0.915
H 0.291 1.780 -0.812
H -1.164 1.831 0.303
O 2.967 -0.193 -0.662
H 2.000 -0.211 -0.379
H 2.831 -0.883 -1.334
*
```

=====

--- b ---
Computed, not measured: 2 unconnected molecules or ions with the total composition C3H11NO, with ωB97M-V/def2-TZVPD.

Kohn-Sham gap	0.385	Eh
SMILES string	CCO.CN
HOMO	-9.568	eV

```
! RIJCOSX wB97M-V def2-TZVPD def2/J DEFGRID3
* xyz 0 1
C 1.123 -2.034 1.034
C 0.213 -1.693 -0.150
O 0.638 -0.548 -0.846
H 0.816 -2.975 1.491
H 1.020 -1.286 1.824
H 2.147 -2.037 0.669
H 0.195 -2.541 -0.837
H -0.813 -1.558 0.226
H 0.318 0.225 -0.334
C -0.893 2.538 -0.596
N -0.907 1.472 0.433
H -1.725 3.248 -0.522
H 0.000 3.142 -0.428
H -0.908 2.107 -1.591
H -1.817 1.026 0.369
H -0.900 1.919 1.342
*
```

=====

Which structure is the most stable? The one labeled b.

=====

--- a ---
Computed, not measured: 2 unconnected molecules or ions with the total composition C11H15NOS, with ωB97M-V/def2-TZVPD.

Kohn-Sham gap (alpha / beta)	0.289 / 0.266	Eh
HOMO (alpha / beta)	-8.034 / -7.989	eV

```
! RIJCOSX wB97M-V def2-TZVPD def2/J DEFGRID3
* xyz 0 1
C 4.408 1.502 0.091
C 4.112 0.610 -0.949
C 3.495 1.741 1.115
C 2.883 -0.059 -0.937
C 2.297 1.072 1.128
C 2.050 0.120 0.153
C -2.408 0.563 -0.150
C -1.600 0.538 -1.204
C -4.649 0.317 0.946
C 0.262 -3.298 -0.577
C -3.837 1.262 0.070
N 0.854 -2.021 -0.789
O -0.224 -0.909 1.287
S 0.371 -0.799 -0.028
H 5.241 2.153 -0.013
H 4.672 0.556 -1.831
H 3.595 2.637 1.784
H 2.710 -0.816 -1.669
H 1.422 1.282 1.843
H -2.052 -0.043 0.704
H -1.617 0.820 -2.199
H -3.922 -0.104 1.803
H -5.533 0.947 1.287
H -4.907 -0.563 0.347
H -0.075 -3.592 0.401
H 1.079 -4.035 -0.810
H -0.573 -3.440 -1.293
H -3.823 2.252 0.437
H -4.232 1.306 -0.947
*
```

=====

--- b ---
Computed, not measured: C11H15NOS in the gas phase, with ωB97M-V/def2-TZVPD.

Kohn-Sham gap	0.315	Eh
HOMO	-8.620	eV

```
! RIJCOSX wB97M-V def2-TZVPD def2/J DEFGRID3
* xyz 0 1
C 3.347 -0.671 -1.764
C 2.620 -1.815 -0.998
C 3.406 0.498 -1.027
C 1.773 -1.535 -0.002
C 2.908 0.523 0.363
C 1.466 -0.076 0.336
C 3.842 0.706 1.302
C -3.709 -0.381 -0.289
C -2.458 0.153 1.871
C -2.455 1.626 -0.308
C -2.446 0.186 0.306
N 0.255 0.353 0.180
O -0.982 -0.633 -1.766
S -1.023 -0.786 -0.329
H 3.622 -0.683 -2.804
H 2.763 -2.713 -1.502
H 3.942 1.287 -1.566
H 1.288 -2.228 0.708
H 4.899 0.813 0.952
H 3.671 0.617 2.297
H -4.627 0.324 -0.126
H -3.587 -0.687 -1.284
H -4.008 -1.235 0.383
H -3.215 0.781 2.257
H -1.560 0.749 2.037
H -2.454 -0.795 2.421
H -3.201 2.319 0.041
H -1.398 2.048 -0.341
H -2.680 1.256 -1.347
*
```

=====

Which structure is the most stable? The one labeled b.

=====

--- a ---
Computed, not measured: C6H8ClN in the gas phase, with ωB97M-V/def2-TZVPD.

Kohn-Sham gap	0.314	Eh
SMILES string	N[C@@H]1C=CC=C1CCl
HOMO	-8.305	eV

```
! RIJCOSX wB97M-V def2-TZVPD def2/J DEFGRID3
* xyz 0 1
N -1.617 -0.133 0.671
C -0.181 -0.734 0.676
C 0.685 -0.031 1.881
C 1.229 1.168 1.253
C 1.071 1.302 -0.220
C 0.358 0.136 -0.541
C -0.074 -0.296 -2.029
Cl -0.539 -2.076 -2.273
H -1.977 -0.285 1.623
H -2.345 -0.788 0.122
H -0.077 -1.788 0.451
H 0.388 -0.504 2.770
H 1.628 2.118 1.896
H 1.752 1.820 -0.842
H -0.882 0.201 -2.506
H 0.582 -0.109 -2.934
*
```

=====

--- b ---
Computed, not measured: a molecular structure, C6H8ClN, with ωB97M-V/def2-TZVPD.

Kohn-Sham gap	0.387	Eh
HOMO	-9.513	eV

```
! RIJCOSX wB97M-V def2-TZVPD def2/J DEFGRID3
* xyz 0 1
C -0.744 -0.435 0.446
C 0.750 -0.655 0.135
C -0.381 0.844 -0.409
C 0.514 1.591 0.552
C 1.999 1.661 0.300
C 1.408 0.438 0.945
H -0.988 -0.218 1.509
H 1.254 -1.666 0.146
H 0.251 -0.636 -1.831
H -1.198 1.305 -0.923
H 0.146 2.256 1.287
H 2.440 1.555 -0.677
H 2.669 2.365 0.893
H 1.707 0.252 1.947
N 0.648 0.047 -1.182
Cl -1.888 -1.542 -0.347
*
```

=====

--- c ---
Computed, not measured: C6H8ClN in the gas phase, with ωB97M-V/def2-TZVPD.

Kohn-Sham gap	0.348	Eh
SMILES string	N[C@@]12CC=C[C@@H]1[C@H]2Cl
HOMO	-8.479	eV

```
! RIJCOSX wB97M-V def2-TZVPD def2/J DEFGRID3
* xyz 0 1
N -1.101 1.671 0.434
C -0.430 0.573 0.005
C 0.932 0.696 -0.761
C 1.737 -0.504 -0.369
C 1.103 -1.245 0.494
C -0.240 -0.715 0.816
C -1.156 -0.643 -0.409
Cl -2.828 -0.594 -0.292
H -0.485 2.154 1.192
H -2.134 1.328 0.851
H 1.383 1.674 -0.526
H 0.601 0.738 -1.876
H 2.679 -0.767 -0.956
H 1.488 -2.200 0.897
H -0.669 -0.960 1.832
H -0.881 -1.206 -1.331
*
```

=====

Which structure is the most stable? The one labeled c.

=====

--- a ---
Computed, not measured: C8H11FO2 in the gas phase, with ωB97M-V/def2-TZVPD.

Kohn-Sham gap (alpha / beta)	0.288 / 0.228	Eh
HOMO (alpha / beta)	-7.089 / -5.854	eV

```
! RIJCOSX wB97M-V def2-TZVPD def2/J DEFGRID3
* xyz 0 1
C 0.332 1.445 1.545
C -0.612 1.235 0.637
C 2.184 0.331 0.598
C 1.736 -0.330 -0.372
C 1.374 0.438 1.908
C -1.044 0.001 0.014
C -1.268 -2.323 -0.023
C -1.034 0.751 -2.284
O -1.134 -1.065 0.710
O -1.448 -0.128 -1.258
F 1.947 -0.797 -1.612
H 0.612 2.478 1.879
H -1.163 2.097 0.282
H 3.252 0.506 0.880
H 1.972 0.875 2.765
H 1.041 -0.575 2.183
H -0.368 -2.779 0.196
H -1.487 -2.107 -1.016
H -2.014 -2.962 0.561
H 0.070 0.602 -2.515
H -1.138 1.826 -1.963
H -1.808 0.483 -3.117
*
```

=====

--- b ---
Computed, not measured: C8H11FO2 in the gas phase, with ωB97M-V/def2-TZVPD.

Kohn-Sham gap (alpha / beta)	0.323 / 0.225	Eh
HOMO (alpha / beta)	-7.982 / -6.897	eV

```
! RIJCOSX wB97M-V def2-TZVPD def2/J DEFGRID3
* xyz 0 1
C 3.865 -0.238 1.434
C 2.957 0.149 0.694
C 0.808 1.353 -0.094
C -0.602 0.830 0.509
C -0.393 -1.400 -0.224
C 1.892 0.356 -0.130
C -1.613 1.953 0.509
C -0.216 -2.099 -1.457
O -0.959 -0.142 -0.418
O 0.520 1.806 -1.374
F 2.062 -0.193 -1.470
H 4.742 -0.287 2.005
H 1.142 2.262 0.677
H -0.651 0.384 1.557
H 0.057 -1.851 0.650
H -2.532 1.613 1.041
H -1.783 2.208 -0.509
H -1.171 2.872 1.044
H -0.757 -3.025 -1.469
H 0.827 -2.276 -1.642
H -0.645 -1.506 -2.261
H 1.314 1.638 -1.927
*
```

=====

Which structure is the most stable? The one labeled b.

=====

--- a ---
Computed, not measured: a gas-phase ion, C5H11N3 (charge +2), with ωB97M-V/def2-TZVPD.

Kohn-Sham gap (alpha / beta)	0.228 / 0.240	Eh
HOMO (alpha / beta)	-18.317 / -18.455	eV

```
! RIJCOSX wB97M-V def2-TZVPD def2/J DEFGRID3
* xyz 2 1
C 0.071 1.651 1.685
C -0.211 0.829 -0.385
C 0.715 3.077 -0.143
C -0.014 -2.687 0.606
C -0.684 -1.033 -1.594
N 0.226 1.828 0.473
N 0.237 -1.221 0.654
N -0.174 -0.477 -0.317
H -0.589 1.678 2.522
H -0.123 3.681 -0.438
H 1.215 2.764 -1.116
H 1.217 3.672 0.604
H 0.149 -3.075 1.579
H -1.117 -2.855 0.344
H 0.505 -3.220 -0.235
H 0.003 -1.815 -2.091
H -0.779 -0.159 -2.179
H -1.505 -1.686 -1.375
H 0.860 -0.952 1.406
*
```

=====

--- b ---
Computed, not measured: 2 unconnected molecules or ions with the total composition C5H11N3, with ωB97M-V/def2-TZVPD.

Kohn-Sham gap	0.251	Eh
HOMO	-16.760	eV

```
! RIJCOSX wB97M-V def2-TZVPD def2/J DEFGRID3
* xyz 2 1
C -0.431 -0.032 0.854
C 0.931 0.143 0.245
C -4.624 0.062 0.121
C -5.759 0.039 -0.370
C 3.236 -0.441 0.445
N -1.364 -0.237 0.039
N 1.989 -0.162 0.830
N 3.995 0.430 -0.596
H -0.598 0.187 1.835
H 0.975 0.501 -0.810
H -6.343 0.368 -1.251
H -6.611 -0.404 0.182
H -3.866 -0.069 0.821
H 3.943 -0.241 1.301
H -1.025 -0.467 -0.958
H 3.319 -1.462 0.066
H 4.653 -0.236 -1.059
H 4.275 1.410 -0.395
H 3.307 0.612 -1.301
*
```

=====

Which structure is the most stable? The one labeled b.